{"formula": "C9H21INOP2SSc", "method": "ωB97M-V/def2-TZVPD", "symbols": ["C", "I", "H", "H", "H", "Sc", "P", "C", "C", "H", "H", "H", "H", "H", "H", "C", "H", "H", "H", "P", "C", "C", "H", "H", "H", "C", "H", "H", "H", "H", "H", "H", "C", "O", "S", "C", "N"], "xyz": [[-0.124084, -0.026337, -5.009771], [-0.392988, -0.006999, -2.822485], [0.934484, 0.088826, -5.205387], [-0.737245, 0.816736, -5.334943], [-0.532027, -0.986368, -5.302135], [0.151266, -0.028393, 0.037164], [0.137322, 2.561498, 0.255855], [-1.411718, 3.440485, -0.026223], [0.790379, 3.375238, 1.751438], [0.873964, 4.459756, 1.590962], [1.266318, 4.267631, -1.029636], [1.777868, 2.949794, 1.982533], [2.258165, 2.723114, -0.892082], [-2.117849, 3.226328, 0.786803], [0.110388, 3.203848, 2.596130], [1.248957, 3.158457, -1.058823], [-1.224620, 4.523006, -0.062455], [0.859008, 2.819148, -2.038336], [-1.860550, 3.121084, -0.975120], [0.168543, -2.538943, 0.625732], [-1.361973, -3.487503, 0.487811], [1.284915, -3.328153, -0.578326], [1.808770, -2.683647, 2.409717], [0.953850, -4.245309, 2.160821], [0.141403, -2.923194, 3.033303], [0.834483, -3.152780, 2.215788], [2.286502, -2.854821, -0.493474], [1.340534, -4.420153, -0.388179], [-1.175181, -4.567604, 0.601099], [-1.816273, -3.310310, -0.497060], [0.882922, -3.152541, -1.593570], [-2.075632, -3.173663, 1.265279], [-2.006624, -0.105556, -0.143847], [-3.164332, -0.036509, -0.041107], [-0.254868, 0.328821, 2.425857], [-0.014079, 0.071363, 4.052225], [0.160015, -0.106362, 5.214431]], "forces_ev_per_angstrom": [[-0.11, 0.19, 0.00], [-0.18, -0.07, -0.48], [0.01, 0.01, 0.09], [0.20, -0.19, 0.13], [0.04, -0.02, 0.04], [1.77, 0.07, 1.47], [0.22, 1.51, 0.00], [-0.52, -0.02, -0.20], [0.11, -0.30, 0.19], [0.02, -0.34, -0.13], [0.24, -0.65, -0.10], [-0.28, 0.23, 0.08], [-0.48, 0.50, -0.22], [0.15, 0.08, -0.17], [0.24, -0.02, -0.22], [0.07, 0.01, -0.30], [-0.04, -0.29, 0.02], [0.32, 0.29, 0.44], [0.02, 0.15, 0.16], [0.35, -1.92, 0.51], [-0.72, 0.04, -0.24], [0.14, 0.08, -0.40], [-0.26, -0.19, 0.11], [-0.02, 0.35, -0.13], [0.20, 0.07, -0.13], [0.11, 0.43, 0.09], [-0.45, -0.50, -0.14], [0.11, 0.66, -0.12], [0.07, 0.41, -0.02], [0.00, -0.14, 0.23], [0.32, -0.19, 0.35], [0.21, -0.10, -0.23], [-7.46, 0.44, 0.88], [5.53, -0.44, -0.68], [-0.03, 0.43, -0.86], [0.68, -1.22, 3.71], [-0.57, 0.64, -3.75]], "charge": 2, "total_energy_ha": -2624.24112, "gap_ev": 6.3, "homo_energy_ev": -15.203}



{"formula": "C9H21N3", "method": "ωB97M-V/def2-TZVPD", "symbols": ["C", "C", "C", "C", "C", "C", "C", "C", "C", "N", "N", "N", "H", "H", "H", "H", "H", "H", "H", "H", "H", "H", "H", "H", "H", "H", "H", "H", "H", "H", "H", "H", "H"], "xyz": [[-2.449740, 0.613650, -0.751240], [-1.886943, -0.340440, 0.065332], [2.034835, 0.181685, 0.375652], [-4.371983, 2.118557, -0.272996], [5.439165, 0.716054, 0.168614], [-1.668779, -2.502363, 1.216025], [-2.864663, 1.915912, -0.384260], [4.081293, 1.163744, -0.402934], [-1.757760, -1.736924, -0.043933], [1.221144, -0.896112, 0.583888], [3.168644, -0.028745, -0.210951], [-1.859603, -2.355041, -1.170881], [-2.808896, 0.137665, -1.742053], [-1.515738, 0.054368, 0.994266], [1.862955, 1.252755, 0.750296], [-4.677531, 3.152454, -0.519330], [-4.704339, 1.689923, 0.639425], [-4.964064, 1.592906, -1.107249], [5.828558, -0.205410, -0.077022], [6.072113, 1.490663, -0.169008], [5.465152, 0.942729, 1.243651], [-0.934458, -2.020968, 1.930037], [-2.670051, -2.637961, 1.541194], [-1.228024, -3.541334, 1.085891], [-2.244777, 2.254795, 0.484072], [-2.438978, 2.584698, -1.059347], [4.052542, 1.332482, -1.519825], [3.784395, 2.049377, 0.133584], [0.560246, -1.013046, 1.309877], [3.635722, -0.928129, -0.466569], [-2.059609, -1.901534, -2.037905], [1.751905, -1.778585, 0.470231], [-1.852745, -3.357823, -1.056526]], "forces_ev_per_angstrom": [[-0.51, -5.40, -1.60], [0.22, 2.89, 0.28], [-0.20, -1.04, 0.97], [-1.01, -0.31, -2.60], [-1.41, 3.46, 0.98], [3.06, -1.41, -0.05], [1.02, 1.65, 1.69], [0.97, -2.31, -1.47], [-0.39, 0.72, -0.56], [2.00, -0.33, -0.77], [0.52, 2.02, 0.19], [0.10, -1.20, 0.84], [0.26, 1.35, 1.26], [-0.24, 0.01, 0.62], [-0.33, -1.90, -0.73], [0.40, -0.32, 1.03], [-0.61, 0.19, 0.89], [1.17, 0.22, 1.07], [0.57, -2.06, -0.66], [1.36, 0.57, -0.72], [-0.26, -0.79, -0.08], [-1.62, -0.32, -0.36], [-0.84, 0.16, 1.02], [-0.66, 1.07, -0.18], [-1.08, -0.48, 0.18], [0.30, 1.28, -2.02], [0.43, 0.09, 1.26], [-0.69, 0.06, 0.09], [-0.55, 0.86, 0.75], [-1.15, 0.83, 0.34], [-0.01, 0.03, -0.55], [-0.69, 0.66, -0.12], [-0.13, -0.25, -0.98]], "charge": 2, "total_energy_ha": -519.14467, "gap_ev": 9.3, "homo_energy_ev": -16.900}



{"formula": "C9H21NO2", "method": "ωB97M-V/def2-TZVPD", "symbols": ["O", "H", "H", "C", "C", "C", "C", "C", "C", "N", "O", "C", "C", "C", "H", "H", "H", "H", "H", "H", "H", "H", "H", "H", "H", "H", "H", "H", "H", "H", "H", "H", "H"], "xyz": [[2.599885, -2.844316, -1.918645], [2.882325, -3.757926, -1.960845], [3.079065, -2.412086, -2.625615], [0.499675, 1.539314, -1.447215], [-0.779995, 0.907324, -0.863145], [-0.835175, -0.579456, -1.469055], [-0.007175, -1.579296, -0.589205], [-0.315915, -1.409736, 0.988545], [0.003615, -0.037576, 1.506595], [-0.656105, 0.950814, 0.614045], [-0.686115, 2.228594, 1.131275], [-0.514485, 0.109084, 2.972985], [1.509815, 0.151894, 1.596865], [-2.048115, 1.623914, -1.527885], [0.453405, 2.626754, -1.388665], [1.426635, 1.155814, -1.020865], [0.687835, 1.335844, -2.501405], [-1.878265, -0.866526, -1.601865], [-0.387805, -0.603816, -2.462715], [-0.178285, -2.596026, -0.942875], [1.009375, -1.239866, -0.787995], [0.270255, -2.056216, 1.641665], [-1.363205, -1.664486, 1.150945], [-0.130695, 1.041524, 3.386935], [-0.112445, -0.715176, 3.562105], [-1.586335, 0.307144, 2.974915], [1.804435, 1.184974, 1.781385], [2.052455, -0.228696, 0.731545], [1.874475, -0.345106, 2.495825], [-2.260575, 1.258344, -2.532535], [-2.924555, 1.402604, -0.918815], [-1.961995, 2.710454, -1.538965], [-1.526015, 2.401914, 1.562695]], "forces_ev_per_angstrom": [[-0.80, 0.44, 0.66], [0.32, -0.69, -0.08], [0.47, 0.30, -0.58], [0.30, 0.38, -0.69], [0.99, -0.69, -2.04], [0.20, 0.07, 2.13], [-0.77, 1.53, 1.10], [0.05, -0.65, -1.87], [-0.23, 1.20, -0.19], [-2.42, -1.59, -0.06], [1.12, 1.39, -0.11], [0.15, 1.13, -1.15], [0.70, 0.11, 0.21], [0.63, -0.19, 1.76], [0.24, 0.09, 0.40], [-0.18, 0.14, 0.57], [-0.63, -0.11, -0.30], [-0.14, -0.20, 0.33], [-0.01, 0.33, 0.01], [0.36, 0.06, 0.19], [0.19, -0.82, 0.17], [0.14, -0.56, -0.45], [-0.20, 0.15, 0.08], [0.42, -0.03, 0.08], [-0.59, -0.07, 0.07], [-0.27, -0.91, 0.19], [-0.28, 0.26, -0.33], [0.02, 0.02, 0.06], [0.12, -0.44, -0.08], [0.40, -0.05, 0.02], [-0.15, -0.17, 0.07], [0.21, 0.04, -0.08], [-0.37, -0.47, -0.10]], "multiplicity": 2, "charge": -1, "total_energy_ha": -560.63054, "gap_ev": [1.9, 8.1], "homo_energy_ev": [0.970, -5.282]}



{"formula": "C9H21NS", "method": "ωB97M-V/def2-TZVPD", "symbols": ["C", "S", "N", "C", "C", "C", "C", "C", "C", "C", "C", "H", "H", "H", "H", "H", "H", "H", "H", "H", "H", "H", "H", "H", "H", "H", "H", "H", "H", "H", "H", "H"], "xyz": [[-2.795868, -0.947805, -0.839218], [-1.847868, -0.563976, 0.680483], [-0.343145, -0.118693, 0.050761], [-0.113346, 1.340024, 0.124862], [1.150457, 1.811114, -0.599161], [-1.293058, 2.019865, -0.591436], [-0.072068, 1.844388, 1.576422], [0.729320, -1.131044, 0.129028], [1.661800, -0.949829, 1.335248], [0.109660, -2.531042, 0.265823], [1.534765, -1.142615, -1.185221], [-3.516206, -1.716634, -0.578550], [-2.104794, -1.316047, -1.588514], [-3.311268, -0.063799, -1.202371], [2.058863, 1.442204, -0.136423], [1.131466, 1.520214, -1.644950], [1.180761, 2.897938, -0.551355], [-2.219022, 1.876059, -0.042859], [-1.405203, 1.612864, -1.593595], [-1.110997, 3.088350, -0.671384], [-0.914445, 1.439844, 2.132899], [0.845613, 1.549258, 2.075492], [-0.136288, 2.929680, 1.592418], [2.250840, -0.040402, 1.272693], [1.077781, -0.928511, 2.252589], [2.351387, -1.789653, 1.384701], [-0.575276, -2.738214, -0.551453], [-0.423364, -2.636315, 1.205898], [0.902673, -3.274682, 0.241859], [0.873834, -0.959684, -2.028700], [2.328002, -0.404652, -1.194756], [1.994987, -2.118211, -1.321243]], "forces_ev_per_angstrom": [[0.22, 0.25, 0.56], [-0.45, -0.13, -0.26], [-0.45, -0.12, 0.08], [-0.13, 0.53, -0.02], [-0.12, -0.15, 0.09], [0.14, 0.06, 0.10], [0.03, -0.09, -0.17], [0.35, -0.41, -0.06], [-0.12, 0.01, -0.19], [0.13, 0.08, 0.10], [0.03, -0.04, 0.16], [-0.12, -0.12, -0.04], [0.04, -0.08, -0.08], [-0.05, 0.06, -0.11], [0.13, -0.04, 0.00], [0.05, -0.03, -0.13], [-0.01, 0.07, 0.02], [-0.08, 0.02, -0.01], [-0.02, -0.04, -0.12], [0.05, 0.15, 0.00], [-0.09, 0.05, 0.07], [0.12, -0.03, 0.08], [0.00, 0.15, 0.04], [0.06, 0.10, 0.03], [-0.03, 0.00, 0.13], [0.10, -0.08, 0.03], [-0.11, -0.08, -0.08], [0.00, -0.10, -0.03], [0.16, -0.01, -0.07], [-0.06, 0.00, -0.07], [0.09, 0.10, -0.06], [0.11, -0.09, -0.01]], "smiles": "CSN(C(C)(C)C)C(C)(C)C", "total_energy_ha": -808.43334, "gap_ev": 9.1, "homo_energy_ev": -8.282}



Result set for energy above the lowest of the compared OMol25 structures with the same formula, charge and spin: 205.4; 228.8; 0.0; 0.0 kJ/mol, one per record in the order listed.